Molecular formula: C50H52N12OS3W
Method: DFT, wB97M-V/def2-TZVPD

The geometry in XYZ format:
```
119
Properties=species:S:1:pos:R:3
W -0.978 -1.042 0.444
S 0.238 -2.662 -0.759
S -2.804 -2.244 -0.224
S 3.272 -1.115 -2.014
O -1.243 5.186 -3.618
N -2.384 0.724 -0.010
N 0.125 0.220 -1.083
N 0.641 0.662 -3.218
N -4.261 1.868 -0.435
N 4.853 -3.218 -1.740
N -4.420 -7.753 -2.493
N -3.353 2.657 0.174
N 5.134 -1.488 -0.132
N -1.077 6.383 -5.446
N -2.267 6.717 -4.803
N 1.396 1.404 -2.383
N -0.464 -8.346 -3.049
C -4.541 6.574 -2.779
C 1.871 0.423 2.466
C -3.666 0.620 3.031
C -3.994 -1.846 3.005
C -0.099 -0.043 -2.414
C 2.574 2.106 -2.886
C 2.217 3.049 -4.002
C 0.722 4.720 -4.894
C -1.328 -6.121 -2.048
C -2.320 5.989 -3.743
C 6.697 -1.586 1.693
C -5.231 5.581 -0.695
C 2.445 0.192 3.877
C 6.079 -2.203 0.468
C -4.024 4.904 -0.607
C -0.429 -5.133 -1.701
C 4.524 -2.000 -1.229
C -0.882 -3.934 -1.142
C 0.441 -1.909 2.313
C -3.334 5.884 -2.698
C 0.635 -0.484 2.307
C -5.481 6.418 -1.777
C 1.481 4.796 -6.058
C -0.968 -2.130 2.422
C -3.081 5.059 -1.609
C 1.428 1.898 2.440
C 1.104 3.861 -3.873
C -0.512 5.480 -4.721
C 2.604 3.997 -6.181
C -2.641 -0.785 4.811
C -3.658 -6.944 -2.203
C -0.672 0.095 2.422
C -3.646 0.718 -0.534
C 5.799 -3.901 -1.126
C 1.568 -3.259 4.017
C 0.685 -4.439 2.065
C 1.366 -3.126 2.491
C 3.012 0.238 1.463
C -3.002 -0.727 3.316
C -1.680 -0.901 2.580
C -0.847 -7.357 -2.609
C -2.236 1.976 0.401
C 6.466 -3.450 0.005
C -2.244 -3.745 -0.948
C -3.157 -4.737 -1.299
C -3.703 4.019 0.569
C 1.086 1.136 -1.125
C 2.966 3.115 -5.168
C -2.708 -5.924 -1.848
C 2.727 -3.029 1.809
H 3.225 -3.998 1.874
H -4.369 -1.780 1.986
H 3.157 0.990 4.099
H -1.933 0.003 5.074
H 0.878 2.167 1.536
H 3.823 2.465 -5.291
H 0.503 3.801 -2.974
H 0.807 2.155 3.301
H 2.719 0.149 0.420
H -4.101 -0.146 -0.983
H -1.411 -3.109 2.476
H -3.538 -0.659 5.421
H -1.364 2.403 0.865
H 2.991 -0.746 3.928
H -4.552 3.953 1.249
H 0.608 -3.360 4.528
H 3.195 4.040 -7.087
H -0.167 -4.687 2.699
H -0.817 -0.763 -2.763
H 0.368 -4.443 1.027
H 1.579 1.596 -0.293
H 2.662 -2.747 0.757
H -5.979 5.455 0.078
H 1.669 0.198 4.646
H -4.217 -4.585 -1.140
H 2.152 -4.159 4.215
H -2.992 1.456 3.233
H -4.532 0.739 3.685
H 3.369 -2.314 2.314
H 2.097 -2.414 4.449
H 6.045 -4.868 -1.558
H 3.286 1.335 -3.189
H -2.138 4.528 -1.553
H 0.631 -5.284 -1.866
H 3.708 1.075 1.561
H 3.601 -0.653 1.621
H -4.843 -1.776 3.688
H 3.006 2.632 -2.033
H -2.848 4.405 1.126
H 1.178 5.463 -6.853
H 1.411 -5.243 2.189
H 6.966 -0.550 1.491
H 2.317 2.527 2.481
H -4.729 7.214 -3.630
H -6.424 6.944 -1.840
H -0.855 1.146 2.545
H 7.582 -2.133 2.019
H -4.021 0.681 2.004
H -3.547 -2.833 3.138
H 7.240 -4.032 0.486
H -2.188 -1.745 5.063
H 5.975 -1.585 2.514
```

Output
Molar mass   1117.1 u
Energy above the lowest of the compared OMol25 structures with the same formula, charge and spin   24.5 kcal/mol
Multiplicity   1
Orbital gap   5.09 eV
E_tot   -3930.53572 Ha

=====

Molecular formula: C50H52N12OS3W
Method: DFT, wB97M-V/def2-TZVPD

The geometry in XYZ format:
```
119
Properties=species:S:1:pos:R:3
W -0.247 0.515 1.255
S 1.715 -0.956 1.750
S -1.481 -1.411 1.651
S -1.993 1.204 -0.426
O 2.082 -0.629 -5.818
N -4.618 1.364 -0.588
N 0.895 -2.798 -1.797
N 0.663 1.952 -0.460
N -1.014 -7.517 1.155
N 1.919 2.886 -1.957
N 0.278 -0.932 -0.857
N 0.837 3.687 -1.866
N -3.731 -0.830 -0.619
N 3.017 -6.940 1.215
N -0.435 -2.717 -2.030
N 1.950 -0.076 -7.929
N 1.854 -1.453 -7.832
C 0.908 2.279 2.456
C 0.100 3.093 -0.962
C 0.181 -1.268 4.830
C 1.886 -3.666 1.612
C 2.080 0.369 -6.726
C -0.349 -2.765 1.633
C 0.799 1.199 3.340
C 1.382 -4.953 1.479
C -0.555 -6.471 1.280
C -3.606 0.488 -0.508
C -3.217 3.320 2.126
C 3.396 2.209 2.009
C 2.291 -6.058 1.345
C 1.934 -1.740 -6.576
C 1.739 -4.095 -3.705
C -2.826 2.188 3.088
C 2.672 3.136 -4.296
C -1.367 1.768 2.882
C -0.853 -4.055 1.527
C -4.957 -1.344 -0.729
C -0.445 2.606 2.123
C -3.833 1.056 2.907
C 2.152 4.336 1.511
C -0.535 0.878 3.646
C 2.138 4.106 -6.432
C 1.791 1.846 -1.132
C 3.027 3.257 -2.834
C -5.052 -2.838 -0.783
C 2.222 1.724 -6.200
C 1.887 -3.007 -5.854
C 2.201 3.088 2.386
C -0.763 -0.057 4.855
C 1.969 -4.240 -6.490
C -0.005 -5.153 1.436
C 1.635 -3.981 -2.203
C -0.768 -1.588 -1.455
C 2.457 4.254 -5.087
C 1.766 -2.944 -4.470
C 1.302 -1.734 -1.110
C 2.410 3.587 3.825
C 1.935 -5.394 -5.723
C -0.385 0.788 6.090
C -5.830 0.846 -0.731
C 2.019 2.846 -6.994
C -2.165 -0.637 5.064
C 1.822 -5.326 -4.339
C 1.039 -2.564 1.672
C 2.552 1.875 -4.857
C -6.066 -0.517 -0.782
C -2.948 2.775 4.507
H 2.625 -3.919 -1.748
H -2.643 4.228 2.324
H 1.672 -1.980 -3.989
H -1.924 -4.206 1.488
H -4.291 -3.235 -1.453
H 2.959 -3.518 1.650
H 1.787 -6.238 -3.754
H -2.129 -1.286 5.941
H -3.934 3.227 4.629
H 1.973 4.983 -7.043
H 2.213 4.118 0.460
H -3.102 3.029 1.082
H 2.534 5.244 -4.654
H 1.762 2.721 -8.037
H -0.867 3.462 -0.673
H -2.197 3.555 4.662
H -0.096 -1.965 4.041
H -4.270 3.561 2.288
H -0.967 1.707 6.151
H -0.562 0.208 6.997
H 3.326 4.179 3.885
H 4.309 2.808 1.980
H 2.058 -4.283 -7.567
H -6.037 -3.169 -1.107
H 3.303 4.282 -2.588
H -0.767 3.419 1.504
H 1.129 -4.850 -1.783
H 3.256 1.738 1.036
H 1.574 4.215 4.142
H 1.993 -6.360 -6.207
H 0.672 1.060 6.065
H -1.785 -1.248 -1.402
H -2.472 -1.249 4.215
H 3.003 4.976 1.754
H -3.921 0.801 1.859
H 1.245 4.917 1.694
H 2.519 1.056 -1.042
H 2.495 2.754 4.525
H -7.066 -0.915 -0.881
H -2.921 0.119 5.257
H 3.866 2.610 -2.582
H 2.715 0.996 -4.245
H 1.230 -1.006 4.699
H 2.314 -1.611 -0.763
H 1.647 0.698 3.777
H 0.093 -1.790 5.785
H -6.649 1.555 -0.801
H -3.571 0.154 3.449
H -2.828 2.027 5.286
H -4.817 1.389 3.249
H -4.857 -3.246 0.211
H 3.547 1.409 2.736
```

Output
Molar mass   1117.1 u
Energy above the lowest of the compared OMol25 structures with the same formula, charge and spin   0.0 kcal/mol
Multiplicity   1
Orbital gap   6.97 eV
E_tot   -3930.57477 Ha

=====

Molecular formula: C50H53AsFN6S2SbY
Method: DFT, wB97M-V/def2-TZVPD

The geometry in XYZ format:
```
115
Properties=species:S:1:pos:R:3
Sb -2.534 -2.133 -0.874
Y -0.052 -0.162 0.993
As -0.724 1.475 3.524
S 4.981 1.293 1.743
S 1.067 3.471 -2.633
F -1.381 -1.641 1.561
N 0.609 -1.955 -0.620
N 2.643 0.547 1.058
N -0.821 -1.200 -3.186
N 0.756 1.684 -0.842
N -2.248 0.813 0.313
N 0.333 0.025 3.112
C -1.232 2.004 -2.360
C 2.369 3.167 -1.586
C 2.037 2.187 -0.703
C 4.178 2.208 0.561
C -2.699 3.741 4.279
C 2.017 -3.879 -0.545
C -2.777 1.967 0.755
C -4.593 2.285 4.834
C -0.349 -4.133 -0.443
C -4.404 -0.202 0.422
C 0.858 -1.003 5.301
C -0.473 -2.761 -0.579
C -4.522 -0.079 4.810
C -0.524 -0.750 -4.406
C 1.338 3.182 4.512
C -5.253 1.080 5.010
C -3.257 2.347 4.450
C -2.507 -1.408 4.343
C 1.830 3.867 6.785
C 0.140 2.271 -1.844
C 0.937 -0.673 -4.739
C -2.530 1.159 4.259
C 0.722 -1.052 3.912
C -3.179 -0.071 4.447
C -4.930 0.954 0.985
C 2.101 3.899 5.427
C 2.986 -1.622 -1.044
C -3.061 -0.241 0.087
C -0.022 2.346 6.332
C 1.507 -3.326 5.393
C 1.387 -3.393 4.012
C 3.739 -0.918 2.780
C -3.143 -0.933 -3.663
C 0.918 -4.695 -0.383
C -1.157 1.575 6.957
C 1.247 -2.118 6.025
C -1.510 -0.364 -5.308
C 1.831 -2.508 -0.688
C -4.116 2.057 1.120
C -2.839 -0.454 -4.927
C 2.957 1.664 0.310
C 0.276 2.384 4.958
C -2.098 -1.291 -2.821
C 1.694 3.300 3.055
C 2.648 4.654 7.768
C -1.906 3.184 0.804
C -6.699 1.025 5.410
C 3.644 0.235 1.847
C 1.007 -2.276 3.289
C 0.768 3.084 7.210
H 3.018 -4.286 -0.584
H 0.691 -0.067 5.813
H -1.189 1.783 -3.426
H 2.661 -0.593 -1.167
H 3.395 -1.965 -1.996
H 3.480 5.155 7.277
H -3.053 4.190 3.349
H 4.778 -1.087 3.056
H -5.031 -1.071 0.268
H 4.622 3.082 0.123
H 2.606 3.886 2.937
H 1.113 -0.166 -5.686
H 1.585 -4.322 3.492
H -4.495 2.986 1.521
H 0.937 -2.375 2.206
H -1.727 -1.434 3.596
H 0.900 3.791 2.485
H 0.538 3.039 8.268
H -2.048 3.733 1.733
H -1.682 1.161 -1.852
H -1.231 -4.757 -0.385
H -7.093 2.020 5.608
H -5.128 3.213 5.002
H -3.626 -0.165 -5.611
H -2.089 2.141 6.907
H -1.347 0.617 6.481
H -3.239 -2.169 4.074
H -6.832 0.423 6.309
H 1.346 -2.040 7.099
H 3.348 -1.822 2.318
H -2.075 -1.691 5.306
H -5.964 0.994 1.300
H -7.307 0.572 4.625
H 1.041 -5.762 -0.251
H 3.302 3.690 -1.680
H -1.863 2.883 -2.228
H 1.804 -4.194 5.963
H -0.852 2.936 0.718
H -3.063 4.376 5.087
H 1.472 -0.146 -3.948
H 3.788 -1.666 -0.308
H 3.052 4.007 8.546
H 3.163 -0.733 3.685
H 2.925 4.503 5.064
H 2.040 5.414 8.259
H -5.006 -1.040 4.950
H 1.358 -1.676 -4.801
H -1.237 -0.004 -6.289
H -0.936 1.396 8.008
H -1.610 3.808 4.295
H 1.863 2.319 2.611
H -4.173 -1.033 -3.343
H -2.180 3.848 -0.019
```

Output
Molar mass   1106.7 u
Multiplicity   1
Orbital gap   7.32 eV
E_tot   -5676.23146 Ha
Charge   +1

=====

Molecular formula: C50H53BrGeN5O3PdS3Se
Method: DFT, wB97M-V/def2-TZVPD

The geometry in XYZ format:
```
118
Properties=species:S:1:pos:R:3
Pd -0.436 0.812 -0.218
Br -3.400 7.649 0.916
Se -1.204 2.573 -3.621
Ge 0.088 2.107 -6.593
S 1.956 -0.534 1.115
S 0.675 -1.906 3.244
S -1.725 -1.470 1.492
O -1.605 2.609 -0.228
O -0.198 -0.414 -3.461
O 0.575 2.753 -0.519
N 1.963 -1.587 2.274
N -1.763 -0.543 0.334
N 0.561 6.837 0.189
N 0.961 -0.582 0.007
N -0.772 -1.328 2.712
C -1.019 -1.304 -3.465
C -5.632 -0.806 2.233
C 1.735 2.450 -7.607
C -4.678 -1.608 4.292
C 0.009 -6.024 3.367
C 5.033 -0.578 -1.445
C -0.467 0.247 -6.837
C -0.662 -2.694 -3.923
C -1.797 6.723 0.513
C 1.270 3.036 2.890
C -0.927 -4.686 -0.760
C -0.929 -3.421 -0.198
C 0.552 5.526 -0.044
C -0.601 7.422 0.463
C -0.162 -4.648 3.365
C -0.602 4.754 -0.020
C 1.111 1.788 2.315
C -4.393 -0.904 1.617
C 4.482 -1.728 1.033
C 3.626 2.949 2.445
C -1.812 5.364 0.270
C -0.224 0.290 4.991
C 0.569 -3.811 2.524
C 5.687 -1.991 0.392
C 2.213 1.120 1.797
C 1.518 -4.410 1.700
C -2.760 -5.337 0.648
C -3.307 -1.362 2.346
C 1.718 -5.788 1.705
C 2.304 0.828 5.974
C -0.066 1.152 6.069
C -2.442 -1.060 -3.034
C -3.435 -1.711 3.680
C 2.137 -0.043 4.907
C -1.844 -5.644 -0.344
C -2.751 -4.082 1.243
C 1.201 1.433 6.564
C 3.567 -0.890 0.420
C 0.962 -6.603 2.535
C 0.418 2.390 -4.684
C -5.775 -1.160 3.568
C 3.475 1.690 1.878
C -1.833 -3.137 0.817
C -1.433 4.487 -3.885
C 0.875 -0.310 4.379
C -1.317 3.285 -7.282
C 3.823 -0.321 -0.820
C -0.539 3.284 -0.283
C 5.964 -1.413 -0.839
C 2.525 3.625 2.948
H 5.244 -0.136 -2.410
H -0.877 0.083 -7.834
H -0.952 4.305 -7.409
H -1.834 -6.632 -0.786
H -1.230 -0.003 -6.100
H -3.474 -6.080 0.981
H -0.599 5.027 -3.438
H 0.378 -0.426 -6.690
H 4.236 -2.166 1.989
H 3.065 0.297 -1.286
H -1.660 2.922 -8.252
H -2.565 -2.046 4.227
H 0.903 1.503 -4.277
H -1.256 -2.944 -4.807
H 2.063 3.480 -7.461
H -0.216 -2.658 -0.496
H 1.501 5.048 -0.256
H 1.065 3.245 -4.484
H 0.133 1.318 2.295
H -1.216 0.113 4.592
H 4.345 1.168 1.506
H -0.586 8.489 0.652
H -4.243 -0.611 0.586
H -3.068 -1.944 -3.151
H 2.537 1.787 -7.280
H -2.851 -0.230 -3.614
H -0.191 -4.935 -1.515
H 3.009 -0.503 4.454
H 0.408 3.543 3.307
H 1.328 2.116 7.395
H -0.937 1.619 6.516
H 2.468 -6.225 1.054
H -6.741 -1.076 4.049
H 4.611 3.395 2.496
H 3.301 1.042 6.342
H -4.785 -1.873 5.336
H -2.719 4.775 0.299
H -0.880 -4.208 4.057
H -0.590 -6.647 4.022
H 6.904 -1.621 -1.333
H -2.165 3.296 -6.597
H 0.399 -2.756 -4.153
H -3.448 -3.858 2.038
H -6.484 -0.444 1.672
H 1.116 -7.676 2.541
H -2.427 -0.768 -1.980
H 2.105 -3.789 1.031
H 6.407 -2.652 0.857
H -1.514 4.738 -4.941
H 1.574 2.290 -8.674
H -0.929 -3.410 -3.147
H -2.354 4.771 -3.378
H 2.646 4.604 3.393
```

Output
Molar mass   1206.1 u
Energy above the lowest of the compared OMol25 structures with the same formula, charge and spin   12.9 kcal/mol
Multiplicity   1
Orbital gap   5.97 eV
E_tot   -10811.17619 Ha
Charge   -1